1.
Computed, not measured: a structure of composition C7H8OP, with ωB97M-V/def2-TZVPD.

Calculated values
HOMO level (eV): -13.73
Orbital gap (eV): 8.1
Net charge: +1
Relative energy (zero: lowest compared OMol25 entry of this formula, charge and spin) (kJ/mol): 89.7

Geometry as XYZ:
```
17
C7H8OP ωB97M-V/def2-TZVPD
C 0.405 0.976 2.109
C 0.018 1.573 0.930
C 0.799 -0.401 2.154
C 0.594 -1.211 1.073
C -0.296 0.782 -0.101
C -0.658 0.145 -2.565
C 0.008 -0.596 -0.102
O -0.777 1.304 -1.171
P 0.743 -0.900 -1.922
H 0.579 1.598 3.026
H -0.373 2.668 0.889
H 1.195 -0.924 3.118
H 0.667 -2.286 1.293
H -1.703 -0.233 -2.668
H -0.271 0.689 -3.378
H -0.955 -1.134 -0.515
H 0.024 -2.051 -2.170
```

---

2.
Computed, not measured: a structure of composition C7H9BN3, with ωB97M-V/def2-TZVPD.

Calculated values
HOMO level (spin up / spin down) (eV): -14.25 / -15.54
Orbital gap (spin up / spin down) (eV): 7.5 / 6.9
Net charge: +1
2S+1: 3
<S²>: 2.01

Geometry as XYZ:
```
20
C7H9BN3 ωB97M-V/def2-TZVPD
B 2.417 -0.009 -0.168
C 2.771 1.472 -0.220
C 3.516 -1.068 0.014
C 1.042 -0.516 -0.219
C -1.313 1.888 0.353
C -1.028 0.555 -0.369
C -1.861 -0.608 0.045
C -1.042 -2.028 -0.052
N 2.878 2.592 -0.105
N 4.497 -1.667 0.201
N 0.311 -2.035 -0.106
H -0.529 2.470 -0.052
H -2.191 2.414 0.068
H -1.367 1.744 1.417
H -0.847 0.912 -1.435
H 0.191 0.248 -0.162
H -2.073 -0.350 1.118
H -2.742 -0.566 -0.486
H -1.411 -2.760 -0.843
H -1.219 -2.686 1.000
```

---

3.
Computed, not measured: a structure of composition C7H9BrNNaO2, with ωB97M-V/def2-TZVPD.

Calculated values
HOMO level (eV): -8.44
Orbital gap (eV): 7.3

Geometry as XYZ:
```
21
C7H9BrNNaO2 ωB97M-V/def2-TZVPD
C 0.058 -0.273 2.493
C 0.484 0.041 1.418
C 0.998 0.317 -0.005
N 1.101 1.733 -0.142
C 2.422 -0.401 -0.110
O 3.360 0.232 0.397
O 2.571 -1.542 -0.615
C -0.063 -0.289 -0.919
Br 0.574 -0.439 -2.757
C -1.397 0.476 -0.889
C -2.510 -0.313 -0.166
H -0.373 -0.824 3.284
H 1.975 2.067 0.241
H 0.994 2.020 -1.103
H -0.267 -1.294 -0.579
H -1.305 1.433 -0.388
H -1.703 0.680 -1.904
H -2.105 -1.056 0.510
H -3.111 0.370 0.426
H -3.165 -0.769 -0.900
Na 1.462 -2.169 1.707
```

---

4.
Computed, not measured: the molecule C7H9BrSi, with ωB97M-V/def2-TZVPD.

Calculated values
HOMO level (eV): -9.53
Orbital gap (eV): 10.2
Structure (SMILES): C[Si@H](Br)c1ccccc1
Relative energy (zero: lowest compared OMol25 entry of this formula, charge and spin) (kJ/mol): 11.3

Geometry as XYZ:
```
18
C7H9BrSi ωB97M-V/def2-TZVPD
C 2.231 -1.968 -0.042
C 2.171 -1.058 -1.080
C 1.170 -2.063 0.878
C 1.077 -0.268 -1.222
C 0.079 -1.281 0.684
C -0.037 -0.384 -0.346
C -1.716 1.910 0.851
Si -1.678 0.515 -0.522
Br -3.590 -0.741 -0.184
H 3.182 -2.624 -0.043
H 2.996 -1.060 -1.816
H 1.347 -2.697 1.744
H 1.086 0.318 -2.047
H -0.701 -1.244 1.458
H -2.300 1.517 1.685
H -0.676 2.076 1.243
H -2.218 2.712 0.533
H -2.150 0.696 -2.033
```

---

5.
Computed, not measured: the molecule C7H9ClN2, with ωB97M-V/def2-TZVPD.

Calculated values
HOMO level (spin up / spin down) (eV): -4.71 / -9.19
Orbital gap (spin up / spin down) (eV): 5.7 / 7.7
Relative energy (zero: lowest compared OMol25 entry of this formula, charge and spin) (kJ/mol): 25.3
2S+1: 3
<S²>: 2.02

Geometry as XYZ:
```
19
C7H9ClN2 ωB97M-V/def2-TZVPD
C 1.270 -1.362 -0.317
C 1.847 -0.192 -0.560
C 0.248 -1.547 0.732
C 1.769 0.985 0.206
C -1.015 -1.128 0.673
C 0.596 1.517 0.664
C -1.685 -0.431 -0.419
N -0.646 1.645 0.132
N -1.176 0.839 -0.821
Cl -3.416 -0.147 0.085
H 1.307 -2.178 -1.051
H 2.442 -0.175 -1.449
H 0.528 -2.286 1.466
H 2.681 1.551 0.433
H -1.769 -1.492 1.349
H 0.734 2.405 1.308
H -1.787 -1.052 -1.412
H -1.314 2.098 0.631
H -0.613 0.950 -1.649
```

---

6.
Computed, not measured: the molecule C7H9ClS, with ωB97M-V/def2-TZVPD.

Calculated values
HOMO level (eV): -8.57
Orbital gap (eV): 9.3
Structure (SMILES): CC(C)c1sccc1Cl
Relative energy (zero: lowest compared OMol25 entry of this formula, charge and spin) (kJ/mol): 37.2

Geometry as XYZ:
```
18
C7H9ClS ωB97M-V/def2-TZVPD
C -3.086 0.868 0.793
C -3.157 0.654 -0.535
C -1.772 0.590 1.296
C -0.855 0.220 0.307
C 1.452 0.951 -0.205
C 0.923 -1.496 -0.277
C 0.557 -0.142 0.432
S -1.588 0.392 -1.201
Cl -1.553 0.404 2.976
H -4.034 1.126 1.302
H -4.065 0.722 -1.024
H 2.487 1.083 0.061
H 0.995 1.858 -0.100
H 1.427 0.971 -1.314
H 0.930 -1.391 -1.420
H 0.124 -2.161 0.038
H 1.809 -1.731 0.250
H 0.876 -0.096 1.395
```

---

7.
Computed, not measured: a structure of composition C7H9F3N3S2, with ωB97M-V/def2-TZVPD.

Calculated values
HOMO level (spin up / spin down) (eV): -11.06 / -11.06
Orbital gap (spin up / spin down) (eV): 3.5 / 3.5
Net charge: +1
Relative energy (zero: lowest compared OMol25 entry of this formula, charge and spin) (kJ/mol): 129.0

Geometry as XYZ:
```
24
C7H9F3N3S2 ωB97M-V/def2-TZVPD
C 1.233 3.097 0.291
C -2.223 -3.022 -0.512
C -0.902 -3.122 -1.296
C -1.828 -2.505 0.869
C 0.093 -2.533 -0.448
C -0.407 -2.121 0.715
C -0.054 3.914 0.251
N 1.340 2.230 1.235
N 3.899 1.820 0.723
N 2.174 3.196 -0.632
F -1.153 3.215 0.161
F -0.091 4.732 1.294
F 0.012 4.819 -0.758
S 2.676 1.147 1.392
S 3.890 3.090 -0.210
H -2.984 -2.461 -1.104
H -2.638 -4.075 -0.318
H -0.701 -4.005 -1.873
H -1.065 -2.386 -2.043
H -2.526 -1.681 1.209
H -1.836 -3.158 1.750
H 1.023 -2.452 -0.969
H 0.210 -1.667 1.571
H 1.858 3.929 -1.300
```

---

8.
Computed, not measured: the molecule C7H9FINOS, with ωB97M-V/def2-TZVPD.

Calculated values
HOMO level (eV): -8.89
Orbital gap (eV): 8.8
Structure (SMILES): C[C@]1(N=C=S)[C@H](F)CO[C@@]1(C)I

Geometry as XYZ:
```
21
C7H9FINOS ωB97M-V/def2-TZVPD
C 2.023 -1.044 0.609
C 0.930 0.016 0.708
I 0.401 -0.013 2.906
O 1.322 1.274 0.400
C 0.173 2.097 0.339
C -0.852 1.215 -0.396
F -0.641 1.582 -1.745
C -0.454 -0.255 -0.101
C -0.174 -0.908 -1.458
N -1.302 -1.036 0.824
C -2.449 -1.159 0.426
S -3.963 -1.500 0.259
H 1.836 -1.776 -0.178
H 2.946 -0.522 0.337
H 2.208 -1.565 1.539
H 0.421 3.009 -0.195
H -0.276 2.385 1.300
H -1.894 1.501 -0.245
H -0.998 -0.786 -2.157
H 0.753 -0.537 -1.892
H -0.011 -1.976 -1.282
```

---

9.
Computed, not measured: the molecule C7H9FO, with ωB97M-V/def2-TZVPD.

Calculated values
HOMO level (eV): -7.84
Orbital gap (eV): 8.7
Structure (SMILES): C/C(F)=C/C=C\C=C\O
Relative energy (zero: lowest compared OMol25 entry of this formula, charge and spin) (kJ/mol): 240.9

Geometry as XYZ:
```
18
C7H9FO ωB97M-V/def2-TZVPD
C 1.309 -1.863 -0.303
C 0.006 -2.017 -0.025
C 1.878 -0.498 -0.476
C -0.969 -0.967 0.202
C 1.762 0.619 0.310
C -1.108 0.212 -0.371
C -1.929 1.310 0.062
O 2.252 1.887 0.016
F -0.328 0.583 -1.365
H 2.005 -2.748 -0.538
H -0.442 -2.939 0.201
H 2.566 -0.428 -1.245
H -1.622 -1.185 0.976
H 1.179 0.728 1.335
H -2.304 1.164 1.173
H -2.775 1.512 -0.502
H -1.306 2.167 0.022
H 2.358 2.107 -0.924
```

---

10.
Computed, not measured: the molecule C7H9FO, with ωB97M-V/def2-TZVPD.

Calculated values
HOMO level (eV): -7.67
Orbital gap (eV): 8.1
Structure (SMILES): C\C(F)=C/C=C\C=C\O
Relative energy (zero: lowest compared OMol25 entry of this formula, charge and spin) (kJ/mol): 219.5

Geometry as XYZ:
```
18
C7H9FO ωB97M-V/def2-TZVPD
C -0.265 -1.436 1.251
C -1.467 -1.141 0.481
C 0.980 -1.247 0.814
C -1.518 -0.271 -0.525
C 1.296 -0.796 -0.551
C -0.342 0.501 -0.998
C -0.144 1.829 -0.328
O 2.468 -0.091 -0.661
F -0.262 0.581 -2.371
H -0.443 -1.807 2.253
H -2.374 -1.629 0.812
H 1.832 -1.438 1.454
H -2.467 -0.019 -0.986
H 1.104 -1.524 -1.340
H 0.141 1.651 0.707
H -1.071 2.407 -0.334
H 0.630 2.410 -0.827
H 2.630 0.138 -1.584
```

---

11.
Computed, not measured: the molecule C7H9IN2O, with ωB97M-V/def2-TZVPD.

Calculated values
HOMO level (eV): -8.17
Orbital gap (eV): 7.7
Structure (SMILES): Cc1noc2c1N(I)CCC2
Relative energy (zero: lowest compared OMol25 entry of this formula, charge and spin) (kJ/mol): 165.5

Geometry as XYZ:
```
20
C7H9IN2O ωB97M-V/def2-TZVPD
C 0.020 0.379 0.264
C -1.262 0.277 -0.176
C -0.059 1.325 1.340
C -1.696 -0.799 -1.116
C -0.451 -1.799 -1.148
C 0.950 -1.172 -1.289
C 0.952 1.916 2.245
N -1.256 1.826 1.375
N 1.162 -0.334 -0.159
O -2.006 1.145 0.519
I 3.004 0.647 -0.287
H -2.634 -1.288 -0.856
H -1.952 -0.507 -2.138
H -0.482 -2.571 -0.296
H -0.497 -2.461 -2.066
H 1.763 -1.921 -1.259
H 0.927 -0.508 -2.263
H 1.734 2.285 1.599
H 0.518 2.530 2.941
H 1.266 1.029 2.770
```

---

12.
Computed, not measured: a structure of composition C7H9MoNO2, with ωB97M-V/def2-TZVPD.

Calculated values
HOMO level (spin up / spin down) (eV): -18.42 / -18.45
Orbital gap (spin up / spin down) (eV): 5.9 / 6.9
Net charge: +2
Relative energy (zero: lowest compared OMol25 entry of this formula, charge and spin) (kJ/mol): 36.0
2S+1: 3
<S²>: 2.11

Geometry as XYZ:
```
20
C7H9MoNO2 ωB97M-V/def2-TZVPD
Mo 1.041 1.022 -1.065
C 0.247 3.838 -0.497
H -0.381 2.895 -0.539
H -0.153 4.467 0.314
H 0.201 4.423 -1.423
H 1.314 3.648 -0.325
H 2.562 0.682 -0.457
O -2.113 -1.452 -2.423
C -1.213 -0.850 -1.837
O -0.617 0.268 -2.212
C -0.689 -1.344 -0.514
C -1.004 -2.533 0.138
C -0.434 -2.835 1.367
C 0.429 -1.920 1.978
C 0.720 -0.742 1.285
N 0.157 -0.451 0.068
H -1.672 -3.205 -0.371
H -0.656 -3.783 1.848
H 0.851 -2.122 2.975
H 1.411 -0.004 1.690
```